Entry from the OMol25 dataset: a 4-piece molecular cluster, C12H23N3O3 overall in a non-equilibrium geometry (ωB97M-V/def2-TZVPD).

Properties
* total energy: -23426.1960 eV
* net charge: 0
* LUMO energy: 0.0106 Eh
* HOMO-LUMO gap: 10.24 eV
* SMILES: COCCOCCOC.CC#N.CC#N.CC#N
* HOMO: -9.95 eV

Last columns: bonded neighbours and bond lengths (Å).
Cartesian coordinates (Å):
1 C 6.768 25.649 -10.451  O2 1.427, H10 1.090, H11 1.090, H12 1.090
2 O 7.412 24.851 -9.458  C1 1.427, C3 1.463
3 C 8.568 24.070 -9.899  O2 1.463, C4 1.574, H13 1.090, H14 1.090
4 C 9.142 23.311 -8.645  C3 1.574, O5 1.414, H15 1.090, H16 1.090
5 O 9.101 24.127 -7.491  C4 1.414, C6 1.400
6 C 9.658 23.453 -6.397  O5 1.400, C7 1.549, H17 1.090, H18 1.090
7 C 9.839 24.455 -5.230  C6 1.549, O8 1.407, H19 1.090, H20 1.090
8 O 10.725 25.502 -5.544  C7 1.407, C9 1.457
9 C 10.959 26.370 -4.397  O8 1.457, H21 1.090, H22 1.090, H23 1.090
10 H 6.117 26.296 -9.863  C1 1.090
11 H 6.229 25.026 -11.165  C1 1.090
12 H 7.367 26.287 -11.100  C1 1.090
13 H 9.314 24.576 -10.511  C3 1.090
14 H 8.237 23.327 -10.624  C3 1.090
15 H 10.181 23.040 -8.832  C4 1.090
16 H 8.592 22.398 -8.417  C4 1.090
17 H 10.666 23.092 -6.602  C6 1.090
18 H 8.859 22.757 -6.145  C6 1.090
19 H 10.061 23.993 -4.268  C7 1.090
20 H 8.875 24.951 -5.122  C7 1.090
21 H 10.062 26.891 -4.065  C9 1.090
22 H 11.692 27.069 -4.800  C9 1.090
23 H 11.448 25.873 -3.560  C9 1.090
24 C 9.078 27.715 -7.732  C25 1.479, H27 1.090, H28 1.090, H29 1.090
25 C 9.351 28.086 -9.137  C24 1.479, N26 1.170
26 N 9.586 28.452 -10.223  C25 1.170
27 H 9.985 27.479 -7.175  C24 1.090
28 H 8.317 26.944 -7.610  C24 1.090
29 H 8.606 28.585 -7.274  C24 1.090
30 C 7.060 27.680 -3.922  C31 1.489, H33 1.090, H34 1.090, H35 1.090
31 C 7.675 26.840 -2.857  C30 1.489, N32 1.168
32 N 8.234 26.260 -2.011  C31 1.168
33 H 7.757 27.829 -4.747  C30 1.090
34 H 6.659 28.627 -3.561  C30 1.090
35 H 6.177 27.330 -4.457  C30 1.090
36 C 11.905 26.068 -8.879  C37 1.489, H39 1.090, H40 1.090, H41 1.090
37 C 12.315 25.470 -10.180  C36 1.489, N38 1.127
38 N 12.618 24.999 -11.158  C37 1.127
39 H 12.593 25.870 -8.057  C36 1.090
40 H 10.942 25.620 -8.635  C36 1.090
41 H 11.891 27.151 -9.000  C36 1.090